{
  "formula": "C4H5LiO5",
  "method": "the ωB97M-V functional and the def2-TZVPD basis",
  "symbols": ["O", "C", "O", "O", "C", "H", "H", "C", "H", "H", "O", "C", "O", "Li", "H"],
  "coordinates": [[1.2918, 1.1293, -1.3744], [2.6448, 0.6434, -1.1460], [3.2816, 1.2082, -0.2409], [3.0045, -0.3548, -1.7964], [0.2024, 0.3478, -1.8168], [-0.3972, 1.0177, -2.4631], [0.5398, -0.4974, -2.4352], [-0.6289, -0.1172, -0.6749], [-0.3211, 0.2481, 0.3088], [-1.3409, -0.9274, -0.8535], [-1.1276, -1.5243, 2.3698], [-2.0855, -0.7518, 2.6419], [-1.8592, 0.4100, 3.0716], [-0.0881, 0.1685, 2.2306], [-3.1164, -0.9999, 2.1786]],
  "energy_ha": -539.21215,
  "spin_multiplicity": 2,
  "charge": -1,
  "s_squared": 0.754
}

{
  "formula": "C5H10O2",
  "method": "the ωB97M-V functional and the def2-TZVPD basis",
  "symbols": ["C", "O", "C", "C", "C", "C", "O", "H", "H", "H", "H", "H", "H", "H", "H", "H", "H"],
  "coordinates": [[2.2247, -0.0802, 0.0011], [1.0881, 0.0952, 0.8275], [-0.2208, -0.0199, 0.2075], [-0.9494, 0.9524, -1.0315], [-1.1618, 0.1724, 1.3818], [-0.3217, -1.3680, -0.4282], [-1.0308, -1.5532, -1.3857], [2.2914, -1.0906, -0.4200], [3.1301, 0.0902, 0.5924], [2.2084, 0.6374, -0.8181], [-0.3418, 0.9770, -1.9436], [-0.9965, 1.9218, -0.5557], [-1.9967, 0.7140, -1.4040], [-1.1149, 1.2259, 1.6763], [-2.1714, -0.0566, 1.0450], [-0.9142, -0.4346, 2.2543], [0.2772, -2.1834, 0.0009]],
  "spin_multiplicity": 1,
  "de_lowest_ev": 2.844,
  "charge": 0,
  "smiles": "COC(C)(C)C=O"
}